No. 1
Entry from the OMol25 dataset: a 2-piece molecular cluster, CBrN3O overall (the ωB97M-V functional and the def2-TZVPD basis).

Output
Structure (SMILES): N#[N+][O-].N#CBr
Electronic energy in hartree: -2851.53539
LUMO energy in eV: 0.250
Energy relative to the best compared isomer or geometry (same formula, charge and spin) in kJ/mol: 28.5

ORCA input file:
```
! wB97M-V def2-TZVPD RIJCOSX def2/J DEFGRID3
* xyz 0 1
N 3.268 -1.579 -0.127
N 2.483 -0.866 0.140
O 1.567 -0.113 0.243
N -1.529 1.849 -0.185
C -2.336 1.052 -0.053
Br -3.452 -0.344 -0.018
*
```



No. 2
Entry from the OMol25 dataset: C38H35CoOP2 as an isolated structure (the ωB97M-V functional and the def2-TZVPD basis).

Output
Electronic energy in hartree: -3609.03026
LUMO energy (alpha / beta) in eV: -5.975 / -9.447

ORCA input file:
```
! wB97M-V def2-TZVPD RIJCOSX def2/J DEFGRID3
* xyz 2 5
Co 0.245 0.002 0.499
P 0.133 2.035 0.018
C -0.990 0.011 1.715
O -1.744 -0.050 2.610
P -0.095 -2.078 0.113
C 0.060 3.071 1.548
C -1.401 2.631 -0.790
C 1.437 2.817 -1.012
C 1.427 -3.057 -0.194
C -0.776 -2.962 1.580
C -1.207 -2.580 -1.242
C 1.121 3.893 1.952
C 1.002 4.665 3.117
C -0.155 4.598 3.899
C -1.216 3.777 3.499
C -1.115 3.039 2.315
H 2.034 3.937 1.358
H 1.811 5.335 3.410
H -0.250 5.198 4.809
H -2.132 3.722 4.092
H -1.974 2.450 1.979
C 2.787 2.590 -0.694
C 3.793 3.246 -1.423
C 3.456 4.103 -2.477
C 2.111 4.303 -2.812
C 1.107 3.641 -2.101
H 3.038 1.892 0.108
H 4.844 3.098 -1.166
H 4.243 4.621 -3.035
H 1.847 4.984 -3.624
H 0.064 3.781 -2.388
C -1.841 3.948 -0.578
C -2.970 4.439 -1.238
C -3.644 3.626 -2.153
C -3.192 2.325 -2.395
C -2.060 1.830 -1.731
H -1.306 4.602 0.112
H -3.311 5.455 -1.042
H -4.509 4.012 -2.692
H -3.714 1.686 -3.111
H -1.679 0.825 -1.941
C -2.004 -3.636 1.530
C -2.448 -4.329 2.663
C -1.683 -4.341 3.833
C -0.461 -3.658 3.882
C -0.006 -2.967 2.751
H -2.595 -3.624 0.613
H -3.395 -4.868 2.624
H -2.028 -4.895 4.712
H 0.145 -3.671 4.791
H 0.959 -2.446 2.767
C 2.394 -2.511 -1.049
C 3.578 -3.222 -1.287
C 3.804 -4.437 -0.642
C 2.818 -5.001 0.173
C 1.613 -4.326 0.376
H 2.214 -1.530 -1.499
H 4.314 -2.817 -1.984
H 4.749 -4.954 -0.789
H 2.971 -5.967 0.643
H 0.826 -4.768 0.993
C -0.941 -3.734 -1.994
C -1.892 -4.209 -2.903
C -3.084 -3.501 -3.102
C -3.314 -2.304 -2.413
C -2.382 -1.845 -1.473
H -0.003 -4.271 -1.848
H -1.702 -5.142 -3.437
H -3.838 -3.888 -3.789
H -4.230 -1.736 -2.589
H -2.568 -0.929 -0.903
H 2.345 0.112 -2.681
H 1.575 0.084 -2.678
C 2.003 -0.022 1.352
H 2.107 -0.935 1.968
H 2.732 -0.053 0.521
H 2.150 0.882 1.975
*
```



No. 3
Entry from the OMol25 dataset: an isolated molecule of C4H8O2 (the ωB97M-V functional and the def2-TZVPD basis).

Output
Structure (SMILES): OCC[C@H]1CO1
Electronic energy in hartree: -307.63510
LUMO energy in eV: 1.082
Energy relative to the best compared isomer or geometry (same formula, charge and spin) in kJ/mol: 203.0

ORCA input file:
```
! wB97M-V def2-TZVPD RIJCOSX def2/J DEFGRID3
* xyz 0 1
O -1.848 0.379 0.933
C -1.557 0.580 -0.429
C -0.031 0.703 -0.615
C 0.758 -0.569 -0.325
C 1.721 -0.713 0.777
O 0.429 -1.302 0.861
H -1.275 -0.360 1.190
H -2.018 -0.220 -1.033
H -2.046 1.512 -0.748
H 0.211 1.009 -1.640
H 0.301 1.506 0.054
H 0.918 -1.219 -1.185
H 1.898 0.126 1.449
H 2.540 -1.433 0.711
*
```



No. 4
Entry from the OMol25 dataset: C4H6NiO7 as an isolated structure (the ωB97M-V functional and the def2-TZVPD basis).

Output
Electronic energy in hartree: -2190.96161
LUMO energy (alpha / beta) in eV: 3.099 / 3.097

ORCA input file:
```
! wB97M-V def2-TZVPD RIJCOSX def2/J DEFGRID3
* xyz -1 4
O 0.655 1.987 -2.305
C 1.292 0.893 -2.078
O 2.361 1.017 -1.371
O 0.711 -0.259 -2.104
Ni 1.734 2.804 -0.899
O -2.331 -1.515 -0.475
C -0.983 -1.926 -0.415
C -0.075 -0.734 -0.249
H -2.888 -2.270 -0.680
H -0.691 -2.489 -1.316
H -0.809 -2.618 0.425
H -0.611 0.190 -0.506
H 0.891 -1.120 0.106
O -0.471 -0.027 1.584
C 0.039 1.061 1.998
O 0.493 1.998 1.331
O 0.199 1.064 3.339
H 0.485 1.944 3.613
*
```



No. 5
Entry from the OMol25 dataset: an isolated molecule of C2H6Si2 (the ωB97M-V functional and the def2-TZVPD basis).

Output
Electronic energy in hartree: -658.49197
LUMO energy (alpha / beta) in eV: 0.248 / -2.574
Energy relative to the best compared isomer or geometry (same formula, charge and spin) in kJ/mol: 216.6

ORCA input file:
```
! wB97M-V def2-TZVPD RIJCOSX def2/J DEFGRID3
* xyz 0 3
C -0.159 1.238 -0.412
C -0.926 -2.066 -0.394
Si 1.501 1.280 0.177
Si -1.121 -0.317 -0.174
H 1.868 0.129 0.990
H -0.323 2.344 -0.379
H 2.497 2.398 -0.131
H 0.150 -2.520 -0.130
H -2.433 0.269 -0.093
H -1.053 -2.755 0.546
*
```



No. 6
Entry from the OMol25 dataset: a 3-piece molecular cluster, C3H4N2O overall (the ωB97M-V functional and the def2-TZVPD basis).

Output
Electronic energy in hartree: -301.32361
LUMO energy (alpha / beta) in eV: -0.661 / -0.660
Energy relative to the best compared isomer or geometry (same formula, charge and spin) in kJ/mol: 429.6

ORCA input file:
```
! wB97M-V def2-TZVPD RIJCOSX def2/J DEFGRID3
* xyz 0 1
C 1.402 0.087 -0.144
C -0.311 1.280 0.200
N 0.698 -0.991 0.146
C -1.875 -0.469 -0.348
O -0.895 2.250 0.333
N -3.034 -0.511 -0.372
H 0.794 -1.386 1.074
H -0.368 -1.150 -0.285
H 1.472 0.409 -1.173
H 2.116 0.482 0.569
*
```



Max |F| (computed, hartree/bohr): 0.0691 0.1983 0.0076 0.0798 0.1297 0.0713